1.
Formula: C17H33NaO16
Source: the Open Molecules 2025 dataset
Level of theory: ωB97M-V/def2-TZVPD

As for the energy above the lowest of the compared OMol25 structures with the same formula, charge and spin: 0.0 kcal/mol. The calculated total energy is -2033.76466 Ha. The HOMO energy is -0.219 Ha. The value obtained for the orbital gap is 6.020 eV.

Structure (ORCA input):
```
! RIJCOSX wB97M-V def2-TZVPD def2/J DEFGRID3
* xyz 0 1
Na -0.33 -0.34 -0.67
C -3.39 -1.49 -1.89
O -2.08 -1.74 -1.60
H -4.06 -1.67 -1.03
H -3.56 -0.43 -2.20
H -3.76 -2.11 -2.73
C 3.74 -4.10 3.64
C 2.33 -3.57 3.56
C 2.03 -2.22 4.21
O 1.22 -1.54 3.25
C 1.35 -2.14 2.04
O 0.88 -1.73 1.03
O 2.07 -3.27 2.15
H 3.98 -4.47 4.64
H 4.43 -3.34 3.29
H 3.84 -4.93 2.94
H 1.60 -4.35 3.81
H 2.91 -1.62 4.43
H 1.44 -2.35 5.12
C -0.66 -1.86 -4.21
O 0.77 -1.95 -4.41
C 1.48 -1.27 -3.54
O 1.04 -0.54 -2.68
O 2.78 -1.52 -3.74
C 3.67 -0.98 -2.77
H -1.00 -2.07 -3.18
H -1.12 -2.52 -4.93
H -0.99 -0.84 -4.44
H 4.50 -1.68 -2.69
H 3.22 -0.89 -1.78
H 4.05 -0.02 -3.12
C -1.94 -0.81 3.84
O -2.99 -0.01 3.29
C -2.88 0.29 2.00
O -2.01 -0.09 1.26
O -3.89 1.08 1.67
C -4.03 1.33 0.27
H -1.59 -1.54 3.10
H -2.41 -1.39 4.63
H -1.12 -0.19 4.17
H -4.83 2.04 0.15
H -4.24 0.40 -0.25
H -3.10 1.73 -0.14
C -2.04 1.80 -4.07
O -2.16 2.92 -3.19
C -1.52 2.79 -2.04
O -0.75 1.90 -1.75
O -1.84 3.82 -1.26
C -1.24 3.83 0.03
H -2.72 1.01 -3.75
H -1.01 1.44 -4.10
H -2.28 2.14 -5.08
H -0.41 4.53 0.03
H -0.89 2.83 0.29
H -2.00 4.21 0.71
C 0.79 1.86 2.69
O 1.63 2.71 1.90
C 1.80 2.31 0.65
O 1.29 1.34 0.15
O 2.58 3.18 0.02
C 2.85 2.84 -1.33
H 1.11 0.82 2.61
H -0.25 1.92 2.36
H 0.89 2.22 3.71
H 3.14 1.80 -1.44
H 3.66 3.48 -1.68
H 1.96 3.00 -1.94
*
```

These are the Löwdin partial charges, in e, on atoms 1 to 2:
1 Na 0.328
2 C -0.387

=====

2.
Formula: C17H34Cl10O4
Source: the Open Molecules 2025 dataset
Level of theory: ωB97M-V/def2-TZVPD

The calculated total energy is -5570.98824 Ha. The HOMO energy is -0.347 Ha. The value obtained for the orbital gap is 9.718 eV.

Structure (ORCA input):
```
! RIJCOSX wB97M-V def2-TZVPD def2/J DEFGRID3
* xyz 0 1
C -1.99 -0.88 3.59
Cl -1.52 -2.14 2.40
Cl -3.64 -1.11 4.13
H -1.34 -1.08 4.43
H -1.86 0.12 3.18
C 2.54 2.99 0.47
Cl 1.23 3.60 1.47
Cl 3.26 4.13 -0.67
H 3.34 2.57 1.07
H 2.15 2.15 -0.11
C -1.73 4.97 3.54
Cl -2.39 3.63 2.60
Cl -2.98 5.96 4.33
H -1.06 4.56 4.30
H -1.16 5.65 2.92
C -3.11 -3.38 -0.94
Cl -1.96 -2.20 -1.61
Cl -2.62 -5.01 -1.49
H -3.06 -3.34 0.14
H -4.11 -3.16 -1.31
C 3.08 1.66 -3.57
Cl 4.56 1.69 -2.58
Cl 2.80 3.23 -4.31
H 3.16 0.86 -4.30
H 2.29 1.38 -2.87
C -5.19 -0.47 -1.14
C -4.94 -0.32 0.36
O -4.29 -1.16 0.94
C -5.63 0.83 1.05
H -4.22 -0.63 -1.60
H -5.60 0.45 -1.55
H -5.97 -1.22 -1.27
H -5.32 1.00 2.08
H -6.72 0.75 1.05
H -5.36 1.69 0.43
C 0.85 -1.60 -3.90
C 1.66 -1.94 -2.66
O 2.52 -1.14 -2.33
C 1.59 -3.24 -1.90
H 0.30 -0.72 -3.54
H 0.15 -2.28 -4.38
H 1.62 -1.36 -4.63
H 2.60 -3.53 -1.63
H 1.18 -4.01 -2.56
H 0.90 -3.17 -1.05
C -1.53 1.13 0.20
C -0.23 0.76 -0.47
O 0.25 1.29 -1.44
C 0.53 -0.30 0.29
H -2.08 1.86 -0.39
H -1.27 1.50 1.20
H -2.14 0.23 0.32
H 1.47 -0.56 -0.18
H -0.11 -1.19 0.28
H 0.65 0.00 1.34
C 4.84 -2.11 1.78
C 5.57 -0.80 1.56
O 6.55 -0.50 2.20
C 5.00 0.13 0.50
H 3.79 -1.92 1.55
H 4.90 -2.42 2.82
H 5.20 -2.92 1.15
H 5.46 -0.15 -0.45
H 5.24 1.18 0.66
H 3.92 0.01 0.52
*
```

These are the Löwdin partial charges, in e, on atoms 1 to 2:
1 C -0.976
2 Cl 0.545

=====

3.
Formula: C17H34N2O2
Source: the Open Molecules 2025 dataset
Level of theory: ωB97M-V/def2-TZVPD

As for the energy above the lowest of the compared OMol25 structures with the same formula, charge and spin: 494.4 kcal/mol. The calculated total energy is -927.43136 Ha. The HOMO energy is -0.294 Ha. The value obtained for the orbital gap is 8.547 eV.

Structure (ORCA input):
```
! RIJCOSX wB97M-V def2-TZVPD def2/J DEFGRID3
* xyz 0 1
C 3.88 3.83 1.00
H 4.19 3.01 0.19
H 4.63 3.77 1.70
H 3.88 4.80 0.37
C 2.59 3.61 1.31
N 2.65 2.31 2.25
C 2.97 1.19 1.80
O 3.46 0.88 0.42
C 3.20 -0.13 2.62
H 2.45 0.11 3.50
C 2.74 -1.57 2.14
H 3.22 -1.51 1.01
C 1.09 -1.44 1.78
H 0.87 -2.64 1.60
H 0.77 -1.52 2.86
C 0.41 -0.44 1.20
C -1.16 -0.67 0.83
H -1.20 -1.70 0.46
C -1.68 0.12 -0.07
C -3.20 -0.05 -0.15
C -3.26 -1.37 -1.01
O -3.84 -2.34 -0.19
N -2.84 -1.51 -2.12
H -2.47 -0.58 -2.38
C -2.59 -2.75 -3.21
C -2.19 -2.23 -4.43
H -1.22 -1.66 -4.29
H -2.67 -1.53 -4.85
H -2.12 -2.93 -4.96
C -4.31 -3.08 -3.31
H -4.63 -3.46 -2.40
H -4.12 -3.94 -4.08
H -4.84 -2.37 -3.80
C -2.00 -3.57 -2.46
H -1.93 -4.49 -3.05
H -0.93 -3.52 -2.13
H -2.35 -4.00 -1.61
H -3.76 0.74 -0.68
H -3.69 -0.10 0.71
H -1.54 1.21 0.67
H -1.33 0.38 -0.89
H -1.56 -0.80 2.12
H 0.99 -0.39 0.16
H 0.53 0.62 1.53
H 3.18 -2.28 2.60
H 4.01 -0.26 2.87
H 2.33 2.28 3.16
C 1.40 3.41 0.28
H 1.58 4.19 -0.24
H 1.98 2.59 -0.19
H 0.62 3.04 0.72
C 2.15 4.48 2.48
H 1.10 4.11 2.78
H 2.69 4.66 3.35
H 1.86 5.50 2.04
*
```

These are the Löwdin partial charges, in e, on atoms 1 to 2:
1 C -0.091
2 H 0.142

=====

4.
Formula: C17H34O2P2Pt
Source: the Open Molecules 2025 dataset
Level of theory: ωB97M-V/def2-TZVPD

As for the energy above the lowest of the compared OMol25 structures with the same formula, charge and spin: 13.3 kcal/mol. The calculated total energy is -1619.77464 Ha. The HOMO energy (alpha / beta) is -0.376 / -0.516 Ha. The value obtained for the orbital gap (alpha / beta) is 5.112 / 4.955 eV.

Structure (ORCA input):
```
! RIJCOSX wB97M-V def2-TZVPD def2/J DEFGRID3
* xyz 2 5
P -0.34 -2.98 1.68
P 0.34 3.19 1.66
C 0.74 1.45 -1.06
C 0.07 2.50 -0.23
H -3.16 -0.86 -2.06
H 1.64 1.00 -0.66
H 0.14 3.48 -0.77
H -1.03 2.33 -0.17
C -1.34 2.79 2.26
H -1.50 2.43 3.29
H -1.69 1.98 1.60
H -2.03 3.63 2.09
C 1.18 4.74 2.07
H 0.64 5.60 1.62
H 2.21 4.73 1.68
H 1.24 4.91 3.17
C -1.23 -4.52 1.53
H -0.66 -5.19 2.17
H -1.15 -4.84 0.49
H -2.26 -4.37 1.86
C 1.36 -3.48 1.90
H 1.98 -2.63 2.23
H 1.72 -3.92 0.96
H 1.27 -4.24 2.67
Pt -0.70 0.01 -2.30
C 0.74 1.31 -2.53
C -2.65 -0.01 -2.54
C -2.58 -0.20 -4.06
C -1.47 -1.33 -4.42
C -0.75 -1.79 -3.15
C 0.60 -1.57 -2.68
C 1.77 -1.01 -3.45
C 1.87 0.59 -3.39
C -0.91 -2.04 3.09
H 0.28 2.15 -3.05
H -3.16 0.90 -2.22
H -2.32 0.77 -4.52
H -3.56 -0.47 -4.47
H -1.99 -2.17 -4.90
H -0.77 -0.90 -5.15
H -1.24 -2.63 -2.62
H 0.87 -2.25 -1.85
H 1.75 -1.32 -4.51
H 2.71 -1.45 -3.06
H 2.88 0.85 -3.03
H 1.86 1.00 -4.43
H -0.33 -1.11 3.16
H -0.74 -2.70 3.94
H -1.98 -1.83 2.96
C 1.85 0.80 4.46
C 1.45 2.12 3.86
O 1.31 3.13 4.52
O 1.24 2.07 2.47
H 2.05 0.91 5.53
H 2.75 0.41 3.98
H 1.02 0.08 4.37
*
```

These are the Löwdin partial charges, in e, on atoms 1 to 2:
1 P 1.000
2 P 1.019